[1]
This record from the Open Molecules 2025 dataset describes a 13-piece molecular cluster, C13H52N26O13 overall. The level of theory is ωB97M-V/def2-TZVPD.

Output
frontier orbital gap: 7.6 eV
energy above the lowest of the compared OMol25 structures with the same formula, charge and spin: 91.30 kcal per mole
HOMO: -8.226 eV

Geometry as XYZ:
```
104
Properties=species:S:1:pos:R:3:forces:R:3
C 0.152 1.458 4.308 1.10 -2.33 1.23
O 0.034 0.444 3.618 -0.26 0.29 -1.39
N 1.231 2.266 4.284 -0.19 0.91 -0.65
N -0.610 1.577 5.400 -0.45 1.55 0.91
H 1.293 2.989 4.982 0.06 0.13 -0.17
H 1.619 2.520 3.383 0.42 -0.08 0.04
H -0.291 2.306 6.016 -0.72 -0.27 0.52
H -1.236 0.855 5.708 0.10 0.02 -0.07
C -3.537 -1.091 2.972 0.76 -0.94 -0.82
O -4.513 -1.212 2.253 -0.51 0.86 -0.14
N -3.085 -2.167 3.657 -0.29 -1.05 0.71
N -2.695 -0.047 3.053 0.50 1.84 0.29
H -2.362 -2.135 4.353 -0.05 -0.09 -0.11
H -3.668 -2.980 3.540 0.22 -0.07 0.34
H -2.681 0.714 2.386 -0.76 -0.41 -0.01
H -1.816 -0.069 3.548 -0.03 -0.62 -0.04
C -1.626 1.157 -3.688 0.89 0.20 -1.02
O -2.179 0.276 -3.033 -0.37 0.48 -0.06
N -2.053 1.604 -4.891 -1.17 -0.35 -0.43
N -0.465 1.756 -3.326 -0.72 -0.55 1.35
H -2.880 1.171 -5.269 0.17 0.09 -0.18
H -1.458 2.152 -5.484 -0.18 -0.01 -0.04
H 0.109 2.267 -3.968 0.14 -0.02 0.31
H -0.209 1.412 -2.412 1.16 0.28 -0.25
C -3.367 2.938 1.532 -1.08 -0.81 2.57
O -2.812 1.921 1.110 0.03 0.88 -1.30
N -4.675 2.981 1.873 -0.38 -0.26 -0.94
N -2.698 3.986 2.046 1.45 -0.07 -1.13
H -5.282 2.226 1.597 -0.02 0.01 0.27
H -4.994 3.760 2.418 -0.45 -0.20 -0.13
H -3.136 4.746 2.530 0.25 0.10 -0.14
H -1.717 3.911 1.806 0.06 0.68 0.77
C 4.368 1.137 -0.453 0.06 0.37 -0.59
O 3.998 0.773 0.655 -0.43 0.02 0.07
N 3.618 1.203 -1.567 -0.44 0.05 -0.63
N 5.665 1.495 -0.711 0.94 -0.01 1.32
H 4.128 1.335 -2.423 -0.20 -0.08 -0.06
H 2.674 0.843 -1.610 -0.22 -0.14 0.30
H 6.149 1.519 0.177 0.44 0.09 -0.26
H 5.879 2.282 -1.301 -0.23 -0.06 -0.11
C 2.660 -3.017 -3.120 -0.13 -0.91 -3.79
O 3.083 -4.156 -3.301 -0.10 1.01 1.28
N 1.668 -2.605 -2.318 -0.34 -1.46 2.10
N 2.861 -2.047 -4.081 0.97 0.16 0.15
H 1.579 -1.629 -2.078 -0.23 -0.08 0.41
H 1.485 -3.345 -1.651 -0.33 0.61 0.47
H 2.602 -1.107 -3.842 0.17 0.10 -0.58
H 3.475 -2.292 -4.840 0.06 0.39 0.11
C 4.778 0.804 4.415 1.22 0.27 0.12
O 5.270 0.774 5.535 -0.76 0.33 -0.18
N 5.439 1.342 3.342 0.88 0.32 0.41
N 3.580 0.333 4.021 -0.41 -0.53 0.07
H 6.258 1.872 3.584 0.09 -0.24 -0.33
H 5.093 1.266 2.403 -0.06 0.24 -0.07
H 3.547 0.145 3.033 -0.93 -0.09 0.14
H 2.853 0.162 4.691 0.05 -0.40 -0.32
C -1.202 -3.121 -4.968 0.73 -2.22 0.38
O -0.643 -4.218 -5.071 -0.48 1.12 -0.51
N -1.005 -2.308 -3.938 0.74 1.21 1.88
N -2.117 -2.632 -5.824 -0.80 0.07 -1.58
H -1.530 -1.457 -3.789 0.11 -0.25 0.04
H -0.311 -2.574 -3.250 -0.14 -0.01 -0.26
H -2.638 -1.807 -5.592 -0.07 -0.13 -0.17
H -2.339 -3.177 -6.638 -0.13 0.10 0.16
C 5.098 -2.675 0.581 0.71 -0.34 1.38
O 5.718 -3.358 1.390 -0.19 -0.14 -0.52
N 3.939 -2.080 0.895 -1.23 -0.22 1.36
N 5.512 -2.359 -0.643 0.84 0.16 -1.55
H 3.660 -2.289 1.840 -0.36 0.33 -0.17
H 3.402 -1.486 0.293 -0.02 -0.05 0.11
H 4.996 -1.655 -1.137 0.27 -0.26 -0.48
H 6.267 -2.880 -1.055 -0.09 0.24 -0.08
C 0.314 0.256 -0.323 1.20 0.42 0.37
O 1.022 0.013 -1.312 0.53 -0.28 -0.60
N -1.001 0.337 -0.413 -0.95 -0.07 0.33
N 0.863 0.566 0.887 -0.89 0.16 -0.71
H -1.479 -0.063 -1.211 -0.06 0.32 -0.15
H -1.496 0.898 0.267 -0.38 -0.33 -0.03
H 1.872 0.590 0.943 0.09 -0.11 0.29
H 0.244 0.440 1.681 0.72 -0.04 0.55
C -5.085 -1.016 -1.431 -0.24 -0.46 0.23
O -4.206 -1.853 -1.526 -0.21 0.34 -0.50
N -5.025 0.023 -0.568 1.48 1.01 0.84
N -6.291 -0.981 -2.034 -0.97 -0.54 -1.26
H -4.064 0.138 -0.269 -0.29 0.34 0.48
H -5.469 0.865 -0.891 0.17 0.18 0.07
H -6.927 -0.279 -1.708 -0.25 -0.17 -0.14
H -6.603 -1.592 -2.769 0.31 -0.13 0.20
C -2.630 -5.010 -0.962 -1.29 -4.01 0.16
O -2.523 -6.203 -0.644 -0.22 0.55 0.20
N -1.644 -4.176 -0.729 1.96 3.16 0.18
N -3.723 -4.557 -1.620 -0.36 1.56 -0.81
H -1.756 -3.183 -0.866 -0.21 -0.12 -0.05
H -0.815 -4.431 -0.224 -0.28 -0.62 -0.07
H -3.768 -3.570 -1.862 0.03 -0.38 0.25
H -4.640 -4.931 -1.453 0.39 -0.63 0.19
C 1.266 4.387 1.663 1.99 -0.23 -0.28
O 2.262 3.857 2.141 -0.35 0.22 0.45
N 0.276 3.678 1.096 -1.56 -0.03 -0.33
N 1.132 5.729 1.511 -0.63 1.13 0.00
H 0.346 2.674 1.000 0.31 -0.10 -0.09
H -0.313 4.191 0.459 -0.01 -0.42 -0.25
H 0.245 6.101 1.215 0.05 -0.04 0.01
H 1.703 6.402 1.994 0.32 -0.47 0.11
```
Positions in Å, forces in eV/Å.

=====

[2]
This record from the Open Molecules 2025 dataset describes a 13-piece molecular cluster, C13H52N26O13 overall. The level of theory is ωB97M-V/def2-TZVPD.

Output
frontier orbital gap: 9.7 eV
energy above the lowest of the compared OMol25 structures with the same formula, charge and spin: 19.13 kcal per mole
HOMO: -9.284 eV

Geometry as XYZ:
```
104
Properties=species:S:1:pos:R:3:forces:R:3
C 2.281 -3.293 -1.369 -0.63 -1.12 -1.56
O 1.930 -2.722 -0.350 0.13 0.08 0.08
N 1.625 -4.373 -1.899 -0.22 -0.43 0.42
N 3.316 -2.964 -2.208 1.35 2.93 1.76
H 1.843 -4.702 -2.825 -0.19 0.06 0.16
H 0.844 -4.822 -1.441 0.04 0.49 0.03
H 3.453 -3.481 -3.038 0.32 -0.27 -0.54
H 3.939 -2.136 -1.967 -1.42 -1.65 -0.39
C 3.431 -1.571 3.136 0.17 0.60 0.44
O 4.156 -0.565 3.161 0.40 0.68 0.75
N 3.060 -2.208 4.276 0.25 0.47 0.76
N 2.999 -2.012 1.983 -1.86 -2.60 0.12
H 3.212 -1.620 5.080 -0.01 -0.28 0.13
H 2.341 -2.910 4.352 -0.10 0.09 -0.49
H 3.446 -1.671 1.167 -0.08 0.17 -1.09
H 2.395 -2.858 1.993 0.67 0.98 -0.54
C -4.355 -2.863 0.458 0.95 0.54 -1.80
O -3.723 -3.790 -0.126 -0.67 0.83 0.82
N -5.344 -3.105 1.352 0.78 -0.35 -0.22
N -4.149 -1.529 0.120 -0.57 -0.74 1.63
H -5.787 -4.007 1.272 0.01 0.19 0.18
H -5.876 -2.289 1.537 -0.80 0.37 0.47
H -3.431 -1.378 -0.550 0.72 0.11 -0.16
H -4.188 -0.790 0.876 -0.37 -1.05 -0.82
C -0.653 -4.071 2.277 1.24 0.06 1.60
O 0.380 -3.752 2.893 -0.33 -0.23 -0.24
N -0.781 -3.858 0.957 -1.36 0.04 -0.42
N -1.700 -4.665 2.960 -0.72 -0.13 -0.92
H -1.758 -3.843 0.630 0.80 0.13 -0.36
H -0.087 -3.243 0.532 -0.28 -0.27 0.09
H -1.509 -5.132 3.834 0.19 0.33 -0.22
H -2.526 -4.994 2.449 0.73 0.24 0.30
C -0.296 4.884 3.918 0.63 1.66 0.26
O -0.545 5.542 4.904 -0.74 -0.31 1.21
N -0.346 3.524 3.836 -1.37 0.16 2.17
N 0.120 5.509 2.792 0.31 -0.91 -1.45
H 0.102 3.075 3.090 0.62 -0.91 -1.10
H -0.480 3.098 4.756 0.34 0.02 -0.82
H 0.548 4.826 2.170 0.16 0.93 -0.56
H 0.368 6.494 2.796 -0.09 -0.70 0.23
C 2.387 1.245 -4.047 0.27 0.15 0.34
O 3.578 1.369 -3.844 1.12 0.22 0.03
N 1.608 2.197 -4.627 1.80 0.33 0.31
N 1.667 0.202 -3.619 -0.83 -2.80 0.64
H 2.048 2.955 -5.090 0.24 0.42 -0.25
H 0.675 2.005 -4.768 -2.25 -0.12 -0.43
H 2.069 -0.693 -3.239 -0.16 1.77 -0.71
H 0.751 0.097 -4.041 -0.09 -0.16 0.40
C -1.873 1.625 -3.545 0.17 -0.35 1.96
O -1.272 0.521 -3.573 -0.94 1.31 -0.51
N -2.576 2.035 -2.450 0.00 -0.40 1.52
N -1.807 2.561 -4.526 0.42 -0.02 -1.12
H -2.500 1.409 -1.613 0.07 0.79 -0.99
H -2.864 3.021 -2.253 0.50 -1.33 -0.70
H -2.240 3.460 -4.420 -0.23 0.07 0.39
H -1.855 2.199 -5.456 0.24 -0.16 -0.40
C -1.398 4.956 -1.521 2.70 -0.29 0.11
O -2.067 5.167 -2.503 -1.20 0.28 -0.79
N -1.888 4.509 -0.320 -1.45 0.57 -2.52
N -0.015 5.093 -1.554 -0.95 -0.62 1.34
H -1.268 4.274 0.377 1.43 -0.39 1.99
H -2.719 5.019 -0.137 -0.80 -0.08 0.81
H 0.455 4.898 -0.661 0.19 0.35 -1.06
H 0.432 5.408 -2.396 0.10 -0.11 0.16
C 4.847 0.139 -0.355 -1.08 -0.79 0.76
O 3.712 -0.421 -0.461 1.43 0.72 -0.53
N 5.596 0.449 -1.464 -1.94 -1.21 1.24
N 5.318 0.381 0.911 -0.10 0.63 -1.13
H 5.142 0.208 -2.332 0.20 0.61 -0.23
H 6.424 0.966 -1.394 1.03 0.59 -0.21
H 4.695 0.104 1.757 1.32 0.24 -0.77
H 6.109 1.029 0.935 -0.50 -0.56 0.69
C -1.626 -3.988 -3.002 2.45 0.49 -1.57
O -0.884 -4.186 -3.980 -0.87 1.55 -0.17
N -2.239 -2.818 -2.601 -0.36 -1.00 0.02
N -1.649 -4.985 -2.129 -2.34 0.97 3.01
H -2.949 -2.904 -1.834 1.16 0.45 -1.09
H -1.932 -1.966 -3.060 -0.55 -0.15 0.23
H -1.303 -5.855 -2.347 0.59 -1.86 -0.88
H -2.345 -4.889 -1.408 0.02 -0.51 0.42
C 1.579 2.520 0.681 1.52 0.02 0.04
O 0.604 3.164 1.070 -0.83 0.25 0.59
N 1.835 2.378 -0.623 -0.11 -0.03 -2.17
N 2.566 2.070 1.516 -0.15 -0.18 -0.46
H 2.548 1.733 -1.001 -0.72 0.51 0.53
H 1.082 2.664 -1.278 0.97 -0.39 0.85
H 3.298 1.469 1.142 -0.46 0.20 0.25
H 2.345 1.964 2.485 -0.01 -0.06 0.23
C -3.960 0.704 3.054 -1.55 -1.58 -1.13
O -4.760 -0.022 2.400 1.32 1.19 0.67
N -4.292 1.219 4.219 -0.29 1.07 3.40
N -2.719 1.016 2.696 1.12 0.18 0.13
H -3.542 1.583 4.877 -1.85 -0.74 -1.27
H -5.202 0.925 4.565 0.59 0.25 0.23
H -2.581 0.971 1.731 0.80 -0.38 -1.99
H -2.265 1.795 3.145 -0.03 0.10 -0.01
C -0.640 -0.192 0.195 -0.68 1.19 1.04
O -1.857 0.163 -0.042 2.95 -1.04 1.11
N 0.328 -0.022 -0.722 -5.02 1.32 -1.69
N -0.064 -0.570 1.445 -2.51 0.15 -0.69
H -0.051 0.261 -1.638 0.67 -0.40 0.46
H 1.193 -0.385 -0.635 3.46 -1.46 0.31
H 0.780 -1.121 1.309 -0.15 -0.06 0.60
H -0.732 -0.818 2.216 1.14 0.09 -1.30
```
Positions in Å, forces in eV/Å.

=====

no.,E_tot (eV),F_max (eV/Å)
1,-79697.4418,4.220
2,-79700.5713,5.456